Entry 1:
A structure of composition C2H5DyMgO3 at a distorted geometry. Source: OMol25; level of theory: ωB97M-V/def2-TZVPD.

```
12
Properties=species:S:1:pos:R:3:lowdin_charge:R:1
O -0.15 -0.14 -1.52 -0.354
C -1.32 0.06 -0.78 -0.355
C -1.13 -0.16 0.74 -0.320
O 0.24 -0.09 1.02 -0.548
Dy 1.83 1.62 0.84 1.687
H -2.21 -0.50 -1.14 0.120
H -1.58 1.13 -0.93 0.111
H -1.46 -1.15 1.11 0.118
H -1.77 0.54 1.30 0.118
Mg 1.15 -1.08 -0.45 0.919
O 2.75 -0.13 0.07 -0.520
H 3.65 -0.11 -0.25 0.024
```

Values from the calculation:
frontier orbital gap (spin up / spin down)	7.97 / 6.96	eV
multiplicity	7
energy	-37821.2173	eV
E_LUMO (spin up / spin down)	-0.147 / -0.183	hartree
charge	+1

Entry 2:
A structure of composition C24H27NOSiY at a distorted geometry. Source: OMol25; level of theory: ωB97M-V/def2-TZVPD.

```
55
Properties=species:S:1:pos:R:3:lowdin_charge:R:1
C 0.99 1.73 0.02 -0.199
C -0.03 1.89 -0.96 -0.201
C -1.30 1.77 -0.32 -0.198
H 0.15 2.15 -2.00 0.105
C -1.06 1.56 1.08 -0.199
C 0.35 1.54 1.29 -0.191
H 0.84 1.56 2.27 0.127
H 2.04 1.96 -0.11 0.121
H -2.27 1.97 -0.77 0.111
H -1.82 1.57 1.88 0.122
Y -0.21 -0.42 -0.02 1.365
C -1.24 -2.81 -4.72 -0.036
H -1.92 -2.68 -3.87 0.038
H -1.75 -2.54 -5.64 0.084
H -0.28 -2.21 -4.70 -0.004
Si -0.22 -1.40 -3.23 0.588
C 1.55 -1.23 -3.64 -0.349
C 2.20 -0.01 -3.54 -0.111
H 1.69 0.84 -3.10 0.082
C 3.52 0.12 -3.99 -0.072
H 4.03 1.08 -3.91 0.109
C 4.20 -0.96 -4.55 -0.066
H 5.21 -0.84 -4.97 0.116
C 3.53 -2.19 -4.66 -0.072
H 4.06 -3.02 -5.14 0.112
C 2.23 -2.34 -4.19 -0.095
H 1.72 -3.30 -4.25 0.104
C -1.22 0.04 -3.83 -0.342
C -0.91 0.61 -5.08 -0.088
H -0.07 0.23 -5.67 0.114
C -1.70 1.65 -5.59 -0.069
H -1.42 2.14 -6.53 0.110
C -2.87 2.05 -4.93 -0.068
H -3.49 2.86 -5.34 0.114
C -3.27 1.34 -3.78 -0.079
H -4.22 1.62 -3.32 0.109
C -2.48 0.29 -3.28 -0.135
H -2.86 -0.34 -2.47 0.098
H -0.61 -2.38 -2.13 -0.010
H -0.97 -3.86 -4.71 0.072
O 1.93 -0.90 0.40 -0.216
C 2.40 -1.23 1.79 -0.085
C 1.19 -1.55 2.63 -0.297
C 1.34 -2.13 3.88 -0.035
C 0.22 -2.41 4.64 -0.092
C -1.02 -2.03 4.15 -0.085
C -1.15 -1.43 2.92 -0.155
N -0.05 -1.32 2.11 -0.098
H 2.67 -0.48 -0.10 0.136
H 3.04 -2.12 1.76 0.135
H 2.95 -0.37 2.20 0.137
H 2.35 -2.38 4.19 0.120
H 0.31 -2.90 5.59 0.104
H -1.92 -2.19 4.70 0.103
H -2.11 -1.05 2.56 0.107
```

Values from the calculation:
frontier orbital gap (spin up / spin down)	5.36 / 3.64	eV
energy	-37774.7120	eV
E_LUMO (spin up / spin down)	-0.108 / -0.119	hartree
charge	+1

Entry 3:
A structure of composition C55H54AsMoN4O5. Source: OMol25; level of theory: ωB97M-V/def2-TZVPD.

```
120
Properties=species:S:1:pos:R:3:lowdin_charge:R:1
Mo 0.05 1.47 0.35 1.707
C -9.02 3.68 3.71 -0.073
O -8.55 2.78 2.73 -0.074
C -7.21 2.74 2.48 -0.279
C -6.28 3.58 3.08 -0.003
C -4.94 3.46 2.75 -0.026
C -4.51 2.52 1.83 -0.223
C -5.46 1.69 1.23 -0.020
C -6.79 1.80 1.55 0.016
C -3.07 2.39 1.47 -0.078
C -2.68 2.82 0.21 -0.216
C -3.56 3.45 -0.73 0.029
C -2.88 3.65 -1.87 0.029
C -1.55 3.15 -1.68 -0.212
N -1.42 2.68 -0.38 -0.045
C -0.60 3.07 -2.70 -0.080
C 0.66 2.49 -2.54 -0.220
C 1.70 2.51 -3.54 0.029
C 2.82 2.04 -2.94 0.027
C 2.49 1.74 -1.57 -0.216
C 3.42 1.57 -0.56 -0.065
C 4.85 1.42 -0.97 -0.219
C 5.80 2.37 -0.62 -0.025
C 7.12 2.26 -1.03 0.002
C 7.51 1.17 -1.81 -0.279
O 8.77 0.96 -2.26 -0.072
C 9.76 1.92 -1.94 -0.070
C 6.56 0.21 -2.18 0.017
C 5.25 0.35 -1.77 -0.045
C 3.13 1.63 0.81 -0.237
N 1.89 1.80 1.39 -0.025
C 2.08 1.73 2.75 -0.236
C 1.08 1.63 3.73 -0.064
C 1.52 1.56 5.15 -0.231
C 1.51 0.36 5.85 -0.030
C 1.92 0.29 7.17 0.016
C 2.36 1.45 7.82 -0.280
O 2.75 1.29 9.11 -0.074
C 3.16 2.44 9.82 -0.072
C 2.38 2.66 7.14 -0.001
C 1.96 2.70 5.81 -0.015
C -0.28 1.59 3.47 -0.212
C -1.32 1.52 4.47 0.030
C -2.50 1.68 3.82 0.026
C -2.19 1.88 2.43 -0.216
N -0.85 1.73 2.23 -0.018
C 3.47 1.60 3.03 -0.001
C 4.12 1.51 1.84 -0.001
N 1.14 1.95 -1.38 -0.017
C -0.95 3.63 -4.03 -0.222
C -1.15 5.00 -4.20 -0.025
C -1.47 5.54 -5.44 -0.002
C -1.59 4.69 -6.54 -0.279
O -1.89 5.11 -7.79 -0.074
C -2.11 6.49 -7.99 -0.073
C -1.40 3.32 -6.38 0.015
C -1.09 2.80 -5.14 -0.024
H -10.08 3.51 3.79 0.095
H -8.84 4.72 3.41 0.096
H -8.54 3.49 4.68 0.096
H -6.59 4.33 3.80 0.105
H -4.22 4.12 3.22 0.127
H -5.13 0.95 0.50 0.120
H -7.53 1.15 1.09 0.124
H -4.59 3.69 -0.53 0.125
H -3.25 4.07 -2.79 0.122
H 1.60 2.89 -4.54 0.120
H 3.81 1.97 -3.37 0.120
H 5.50 3.23 -0.03 0.128
H 7.83 3.02 -0.74 0.106
H 10.67 1.58 -2.41 0.095
H 9.91 1.99 -0.86 0.097
H 9.49 2.91 -2.33 0.097
H 6.88 -0.62 -2.79 0.125
H 4.53 -0.39 -2.08 0.108
H 1.17 -0.54 5.36 0.104
H 1.91 -0.64 7.72 0.124
H 3.40 2.10 10.83 0.095
H 2.36 3.18 9.87 0.097
H 4.05 2.88 9.37 0.096
H 2.71 3.57 7.62 0.106
H 1.98 3.65 5.28 0.129
H -1.15 1.40 5.53 0.120
H -3.49 1.69 4.24 0.118
H 3.90 1.55 4.02 0.122
H 5.17 1.36 1.68 0.115
H -1.05 5.66 -3.34 0.128
H -1.61 6.60 -5.53 0.105
H -2.34 6.61 -9.05 0.095
H -1.21 7.07 -7.75 0.096
H -2.95 6.85 -7.40 0.097
H -1.52 2.68 -7.24 0.124
H -0.96 1.73 -5.03 0.123
C -0.35 -1.25 -2.22 -0.081
C -1.44 -0.29 -1.77 -0.485
C -2.82 -0.81 -2.17 -0.073
C -1.39 -0.04 -0.25 -0.226
H -0.26 -1.28 -3.31 0.080
H -0.57 -2.27 -1.87 0.071
H 0.62 -0.95 -1.81 0.048
H -1.29 0.65 -2.31 0.091
H -3.08 -1.71 -1.60 0.083
H -2.86 -1.06 -3.23 0.079
H -3.59 -0.06 -1.97 0.071
H -1.17 -0.96 0.28 0.044
H -2.38 0.30 0.09 0.046
C 0.71 -3.37 0.76 -0.185
As 1.80 -1.85 1.13 1.033
C 2.27 -1.91 2.97 -0.177
C 3.39 -2.02 0.09 -0.180
O 0.95 -0.48 0.75 -0.601
H 1.09 -4.25 1.27 0.048
H 0.69 -3.55 -0.32 0.036
H -0.30 -3.15 1.10 0.048
H 2.88 -2.79 3.16 0.054
H 1.35 -1.97 3.56 0.043
H 2.81 -1.01 3.23 0.028
H 3.81 -3.01 0.24 0.054
H 4.10 -1.25 0.38 0.035
H 3.11 -1.89 -0.96 0.041
```

Values from the calculation:
frontier orbital gap (spin up / spin down)	5.97 / 5.77	eV
multiplicity	3
energy	-136798.8483	eV
E_LUMO (spin up / spin down)	-0.127 / -0.134	hartree
charge	+1